Molecular formula: C6H9IP
Method: DFT, ωB97M-V/def2-TZVPD

* maximum force: 0.12 eV/A
* E_HOMO: -12.25 eV
* total charge: +1
* E: -872.7734 Eh

Last column: Mulliken charge in e.
CARTESIAN COORDINATES (ANGSTROEM)
P  -2.49737  -2.44088  0.24268  0.00
I  -4.82714  -2.38287  0.29846  0.34
H  -1.96080  -1.23247  -0.21852  0.19
H  -1.96014  -2.67861  1.51024  0.22
H  -2.04438  -3.46183  -0.59573  0.24
C  0.39939  2.18536  0.15928  -0.43
C  -0.12339  0.95795  0.54321  -0.19
C  0.58273  -0.20546  0.26950  -0.08
C  1.80956  -0.15591  -0.37764  -0.67
C  2.33021  1.07316  -0.75518  -0.33
C  1.62510  2.23981  -0.48876  -0.43
H  -0.14201  3.09693  0.37386  0.37
H  -1.07023  0.92147  1.07171  0.34
H  0.19685  -1.17011  0.58923  0.33
H  2.35820  -1.06549  -0.58307  0.36
H  3.28786  1.12267  -1.25574  0.38
H  2.03558  3.19627  -0.78354  0.37

Atomic forces in eV per Å
0.05 0.09 -0.04
-0.09 -0.01 0.02
0.02 -0.03 -0.01
0.00 0.00 -0.02
0.04 0.03 0.01
0.00 0.00 -0.01
-0.03 -0.03 -0.03
-0.04 -0.11 0.03
-0.02 0.05 -0.06
-0.01 -0.01 -0.01
-0.01 0.00 0.00
0.00 0.00 0.00
0.01 0.01 0.02
0.08 0.00 0.07
0.01 0.00 0.02
0.00 0.00 0.00
0.00 0.00 0.00